Record 1
Below is a molecular structure, C39H42FeNOP3Te in a non-equilibrium geometry, with properties calculated with the ωB97M-V functional and the def2-TZVPD basis.

Cartesian coordinates (Å):
Fe: -0.471 0.610 -1.547
Te: 1.852 -3.127 0.429
C: 3.104 -2.770 2.098
C: 3.898 -1.635 2.184
C: 4.623 -1.415 3.347
N: 4.614 -2.232 4.404
C: 3.866 -3.332 4.296
C: 3.107 -3.646 3.177
C: 1.536 -1.121 -0.057
P: 1.942 -0.489 -1.733
C: 1.848 1.351 -1.386
C: 2.264 1.874 -0.157
C: 2.431 3.238 -0.003
C: 2.206 4.097 -1.084
C: 1.805 3.591 -2.305
C: 1.630 2.216 -2.450
C: 3.813 -0.571 -1.787
C: 4.585 0.553 -2.090
C: 5.973 0.497 -2.077
C: 6.626 -0.691 -1.780
C: 5.873 -1.827 -1.532
C: 4.485 -1.772 -1.551
P: -0.086 -0.596 0.420
C: 0.071 -0.553 2.242
C: 0.701 0.554 2.817
C: 1.037 0.565 4.161
C: 0.738 -0.536 4.955
C: 0.096 -1.630 4.397
C: -0.237 -1.645 3.046
C: -1.335 -1.923 0.140
C: -2.513 -1.961 0.883
C: -3.474 -2.935 0.645
C: -3.276 -3.871 -0.362
C: -2.133 -3.804 -1.146
C: -1.174 -2.831 -0.896
H: 3.939 -0.928 1.363
H: 5.244 -0.529 3.438
H: 3.859 -3.990 5.160
H: 2.514 -4.555 3.163
H: 2.479 1.182 0.649
H: 2.761 3.641 0.948
H: 2.382 5.161 -0.972
H: 1.633 4.253 -3.144
H: 1.363 1.803 -3.418
H: 4.115 1.499 -2.328
H: 6.542 1.392 -2.298
H: 7.708 -0.731 -1.757
H: 6.362 -2.771 -1.326
H: 3.931 -2.677 -1.367
H: 0.948 1.407 2.200
H: 1.548 1.420 4.586
H: 1.016 -0.543 6.001
H: -0.132 -2.495 5.009
H: -0.724 -2.513 2.625
H: -2.685 -1.222 1.658
H: -4.378 -2.963 1.243
H: -4.020 -4.637 -0.547
H: -1.984 -4.513 -1.951
H: -0.300 -2.767 -1.538
C: -1.550 5.035 -0.374
P: -1.746 3.277 -0.152
C: -1.256 2.921 1.524
C: -3.476 2.881 -0.286
O: -0.910 2.533 -1.166
H: -2.170 5.595 0.327
H: -1.827 5.290 -1.398
H: -0.498 5.284 -0.225
H: -1.853 3.480 2.248
H: -0.203 3.186 1.630
H: -1.367 1.852 1.702
H: -4.028 3.136 0.621
H: -3.531 1.808 -0.486
H: -3.905 3.409 -1.139
C: -5.335 0.584 -3.740
C: -4.854 -0.338 -2.609
C: -4.953 -1.798 -3.069
C: -5.742 -0.142 -1.373
C: -3.452 -0.021 -2.272
C: -2.280 0.202 -2.042
H: -6.421 0.512 -3.849
H: -4.872 0.305 -4.688
H: -5.076 1.622 -3.528
H: -5.971 -2.019 -3.406
H: -4.702 -2.472 -2.249
H: -4.258 -1.990 -3.888
H: -6.766 -0.448 -1.602
H: -5.763 0.906 -1.065
H: -5.378 -0.745 -0.538

Cartesian forces (eV/Å) of the 6 atoms listed first:
Fe -0.14 1.58 0.23
Te 0.19 0.02 0.29
C 0.10 0.00 -0.07
C 0.01 0.05 0.07
C -0.04 -0.10 0.09
N -0.10 -0.04 -0.18

## Properties
* charge: 0
* molecular weight: 817.1 g mol⁻¹
* maximum force: 1.60 eV/Å
* LUMO (alpha / beta): -0.052 / -0.052 eV
* E_tot: -4196.978930 Ha

=====

Record 2
Below is 3 unconnected molecules or ions with the total composition C2H12NO2 in a non-equilibrium geometry, with properties calculated with the ωB97M-V functional and the def2-TZVPD basis.

Cartesian coordinates (Å):
C: -1.527 1.393 0.173
N: -0.426 0.470 -0.170
C: -0.359 0.100 -1.623
H: -1.403 1.809 1.191
H: -1.460 2.244 -0.518
H: -2.557 1.043 -0.033
H: -0.536 -0.336 0.474
H: 0.450 0.899 0.154
H: 0.024 -0.888 -1.883
H: 0.294 0.933 -2.039
H: -1.290 0.222 -2.151
H: 1.442 -2.950 0.143
H: 2.293 -1.783 -0.437
O: 1.506 -1.972 0.124
H: 1.429 -1.005 1.759
H: 1.137 -0.022 2.896
O: 0.981 -0.156 1.939

Cartesian forces (eV/Å) of the 6 atoms listed first:
C -0.71 1.76 -0.64
N -1.46 -1.29 0.27
C 1.06 1.79 -0.80
H -0.04 -0.63 -0.43
H 0.29 0.00 0.19
H 0.86 -0.63 0.46

## Properties
* spin multiplicity: 2
* expectation value of S²: 0.7504
* charge: 0
* molecular weight: 82.1 g mol⁻¹
* maximum force: 2.23 eV/Å
* LUMO (alpha / beta): 0.830 / 0.676 eV
* E_tot: -288.484196 Ha

=====

Record 3
Below is 2 unconnected molecules or ions with the total composition C2H4NP in a non-equilibrium geometry, with properties calculated with the ωB97M-V functional and the def2-TZVPD basis.

Cartesian coordinates (Å):
C: 0.834 -0.485 1.287
C: -0.782 0.215 -1.727
N: -1.817 0.525 -1.361
P: 1.226 0.813 0.219
H: 0.769 -0.592 2.412
H: 0.837 -1.563 0.946
H: 1.340 0.208 -1.139
H: -2.406 0.879 -0.636

Cartesian forces (eV/Å) of the 6 atoms listed first:
C 1.05 -1.20 -0.91
C 2.23 -1.14 -2.06
N -2.72 1.07 1.65
P -0.16 -1.35 1.24
H -0.08 1.33 -1.34
H -0.14 1.32 -0.18

## Properties
* charge: 0
* molecular weight: 73.0 g mol⁻¹
* maximum force: 3.36 eV/Å
* LUMO: 0.023 eV
* E_tot: -474.577835 Ha

=====

Record 4
Below is 7 unconnected molecules or ions with the total composition C9H32N8O7 in a non-equilibrium geometry, with properties calculated with the ωB97M-V functional and the def2-TZVPD basis.

Cartesian coordinates (Å):
N: -1.093 -1.332 2.721
C: -1.795 -2.341 2.245
N: -1.253 -3.483 2.509
O: -3.047 -2.219 1.681
H: -1.433 -0.288 2.571
H: -0.088 -1.319 2.671
H: -1.600 -4.292 1.932
H: -0.422 -3.645 3.132
N: -3.610 0.234 3.031
C: -2.848 1.235 3.094
N: -1.897 1.134 2.224
O: -2.756 2.187 4.071
H: -4.348 0.187 3.751
H: -3.501 -0.549 2.435
H: -1.195 1.892 2.249
H: -2.092 0.733 1.289
N: 1.522 0.057 -0.617
C: 1.666 0.502 0.606
N: 1.983 1.757 0.684
O: 1.536 -0.314 1.651
H: 1.259 -0.923 -0.655
H: 1.452 0.599 -1.523
H: 2.110 2.065 1.664
H: 1.840 2.582 0.027
N: 0.131 4.790 0.433
C: 0.348 3.996 -0.515
N: 1.606 3.894 -0.817
O: -0.667 3.210 -1.083
H: -0.845 5.046 0.690
H: 0.767 5.558 0.503
H: 1.831 3.100 -1.454
H: 2.458 4.421 -0.408
C: 1.501 0.145 -4.209
C: 1.210 1.569 -3.851
O: 1.820 1.899 -2.595
H: 1.097 -0.065 -5.198
H: 1.096 -0.578 -3.467
H: 2.588 -0.098 -4.239
H: 0.150 1.648 -3.824
H: 1.652 2.305 -4.576
H: 2.781 1.983 -2.814
C: 1.504 -4.476 0.554
C: 0.545 -3.451 -0.033
O: 1.113 -2.714 -1.103
H: 0.954 -4.901 1.375
H: 2.364 -3.924 0.892
H: 1.948 -5.257 -0.106
H: 0.315 -2.724 0.745
H: -0.371 -3.919 -0.356
H: 1.709 -3.289 -1.671
C: -1.731 -0.799 -1.053
O: -2.059 0.537 -0.634
H: -2.548 -1.461 -1.154
H: -0.958 -1.159 -0.377
H: -1.218 -0.972 -2.023
H: -1.496 1.233 -1.048

Cartesian forces (eV/Å) of the 6 atoms listed first:
N -0.49 3.54 -0.20
C -5.62 2.90 -1.47
N 1.25 -6.02 -0.42
O 5.35 -0.50 2.12
H 0.95 -2.49 0.41
H 0.39 -0.42 0.01

## Properties
* charge: 0
* molecular weight: 364.4 g mol⁻¹
* maximum force: 9.88 eV/Å
* LUMO: -0.209 eV
* E_tot: -1326.782074 Ha
* SMILES string: NC(N)=O.NC(N)=O.NC(N)=O.NC(N)=O.CCO.CCO.CO

=====

Record 5
Below is C5H11NOS in the gas phase in a non-equilibrium geometry, with properties calculated with the ωB97M-V functional and the def2-TZVPD basis.

Cartesian coordinates (Å):
C: -1.345 1.991 1.113
C: 0.470 -1.419 -1.179
C: 0.991 0.003 -0.981
C: 0.655 -2.001 0.155
C: -1.008 1.206 -0.126
N: 0.306 0.610 0.146
O: 1.459 -0.635 2.308
S: 0.261 -0.644 1.446
H: -2.128 2.734 0.785
H: -0.564 2.530 1.729
H: -0.615 -1.293 -1.591
H: 0.952 -2.036 -2.062
H: 2.059 -0.075 -0.691
H: 1.008 0.594 -1.963
H: 0.019 -2.797 0.409
H: 1.676 -2.352 0.189
H: -1.892 1.423 1.745
H: -0.767 1.875 -0.993
H: -1.537 0.284 -0.438

Cartesian forces (eV/Å) of the 6 atoms listed first:
C -1.11 3.10 -1.63
C -1.69 0.26 -3.76
C 1.64 0.37 -1.52
C -0.30 0.44 0.78
C 2.75 -0.51 -0.50
N 1.72 -1.10 0.94

## Properties
* charge: 0
* molecular weight: 133.2 g mol⁻¹
* maximum force: 4.13 eV/Å
* LUMO: 0.781 eV
* E_tot: -725.204978 Ha

=====

Record 6
Below is 8 unconnected molecules or ions with the total composition C32H48O24 in a non-equilibrium geometry, with properties calculated with the ωB97M-V functional and the def2-TZVPD basis.

Cartesian coordinates (Å):
C: -1.870 5.860 -2.004
C: -2.013 5.308 -0.605
C: -1.774 6.275 0.570
O: -2.903 6.065 1.431
C: -3.657 5.068 0.949
O: -4.624 4.623 1.489
O: -3.344 4.822 -0.335
H: -0.818 6.022 -2.230
H: -2.536 6.703 -2.175
H: -2.129 5.069 -2.715
H: -1.438 4.383 -0.504
H: -1.626 7.292 0.210
H: -0.914 5.967 1.165
C: 4.788 -1.601 3.154
C: 5.185 -1.662 1.685
C: 4.158 -2.388 0.808
O: 3.630 -1.398 -0.056
C: 4.319 -0.252 0.097
O: 4.272 0.623 -0.709
O: 5.064 -0.303 1.221
H: 5.572 -1.202 3.793
H: 4.542 -2.611 3.505
H: 3.846 -1.074 3.303
H: 6.117 -2.189 1.485
H: 3.392 -2.967 1.328
H: 4.683 -3.103 0.167
C: -4.493 0.644 -0.550
C: -4.392 0.985 -2.020
C: -4.735 2.456 -2.305
O: -3.608 2.928 -3.065
C: -2.582 2.063 -2.944
O: -1.465 2.334 -3.273
O: -2.974 0.946 -2.326
H: -5.544 0.403 -0.360
H: -4.281 1.442 0.163
H: -3.823 -0.171 -0.285
H: -4.974 0.367 -2.702
H: -4.723 3.061 -1.397
H: -5.626 2.621 -2.905
C: -2.261 -4.380 5.101
C: -2.305 -4.089 3.611
C: -3.581 -4.501 2.865
O: -4.019 -3.313 2.239
C: -3.271 -2.274 2.596
O: -3.442 -1.155 2.242
O: -2.269 -2.667 3.440
H: -1.223 -4.289 5.432
H: -2.444 -5.441 5.308
H: -2.896 -3.766 5.735
H: -1.422 -4.594 3.215
H: -4.323 -4.860 3.582
H: -3.376 -5.247 2.100
C: 1.622 1.302 -6.692
C: 0.646 1.211 -5.519
C: -0.522 0.264 -5.857
O: -0.469 -0.745 -4.865
C: 0.450 -0.405 -3.910
O: 0.634 -1.043 -2.934
O: 1.156 0.654 -4.337
H: 2.256 0.413 -6.722
H: 2.307 2.149 -6.631
H: 1.081 1.356 -7.635
H: 0.194 2.185 -5.327
H: -0.520 -0.185 -6.849
H: -1.458 0.814 -5.720
C: 1.420 4.211 -3.270
C: 1.122 3.722 -1.880
C: 2.274 2.911 -1.214
O: 2.424 3.543 0.069
C: 1.880 4.778 0.023
O: 2.025 5.627 0.849
O: 1.059 4.860 -1.018
H: 2.375 4.739 -3.210
H: 0.611 4.841 -3.639
H: 1.529 3.450 -4.043
H: 0.185 3.168 -1.838
H: 3.229 2.997 -1.729
H: 1.985 1.872 -1.109
C: 2.149 -8.119 2.640
C: 2.047 -7.099 3.773
C: 3.333 -6.268 3.940
O: 2.955 -4.955 3.573
C: 1.654 -4.867 3.303
O: 1.070 -3.842 3.132
O: 1.114 -6.112 3.235
H: 2.801 -8.938 2.982
H: 2.712 -7.756 1.778
H: 1.235 -8.608 2.317
H: 1.592 -7.575 4.637
H: 4.224 -6.663 3.458
H: 3.591 -6.241 5.003
C: 0.621 -1.089 1.341
C: 0.506 0.404 1.025
C: -0.509 0.719 -0.073
O: -0.984 1.980 0.374
C: -0.708 2.162 1.674
O: -1.126 3.078 2.302
O: 0.033 1.141 2.162
H: 1.245 -1.271 2.218
H: 1.144 -1.630 0.553
H: -0.393 -1.430 1.546
H: 1.495 0.729 0.694
H: -1.303 -0.020 -0.154
H: 0.139 0.748 -0.949

Cartesian forces (eV/Å) of the 6 atoms listed first:
C -0.35 -0.95 -0.16
C 0.21 -0.76 0.26
C 0.65 -0.98 0.02
O 0.38 0.23 0.02
C -1.39 1.04 -0.41
O 0.36 -0.31 0.15

## Properties
* charge: 0
* molecular weight: 816.7 g mol⁻¹
* maximum force: 2.99 eV/Å
* LUMO: 0.054 eV
* E_tot: -3054.025334 Ha
* SMILES string: C[C@H]1COC(=O)O1.C[C@H]1COC(=O)O1.C[C@H]1COC(=O)O1.C[C@H]1COC(=O)O1.C[C@H]1COC(=O)O1.C[C@H]1COC(=O)O1.C[C@H]1COC(=O)O1.C[C@H]1COC(=O)O1

=====

Record 7
Below is 13 unconnected molecules or ions with the total composition C25H76N8O13 in a non-equilibrium geometry, with properties calculated with the ωB97M-V functional and the def2-TZVPD basis.

Cartesian coordinates (Å):
C: -2.066 -3.442 -2.732
O: -2.509 -2.155 -3.011
H: -0.995 -3.578 -2.780
H: -2.572 -4.070 -3.513
H: -2.532 -3.765 -1.866
H: -1.751 -1.757 -3.421
C: 2.817 -0.918 -1.340
O: 2.347 -0.038 -0.470
H: 2.100 -1.274 -2.057
H: 3.206 -1.687 -0.738
H: 3.715 -0.501 -1.781
H: 1.494 -0.348 -0.247
C: 2.446 -4.235 -2.807
O: 1.247 -3.662 -2.300
H: 2.291 -4.753 -3.747
H: 2.936 -4.916 -2.091
H: 3.170 -3.447 -2.959
H: 1.267 -3.463 -1.345
C: 2.083 -2.505 3.599
O: 0.946 -3.044 4.126
N: 2.066 -1.750 2.530
N: 3.263 -2.850 4.037
H: 1.269 -1.217 2.246
H: 2.968 -1.391 2.192
H: 3.364 -3.515 4.787
H: 4.109 -2.721 3.444
C: 0.278 -1.323 -4.779
O: 0.228 -0.497 -5.848
N: 0.907 -2.466 -4.878
N: -0.153 -1.025 -3.609
H: 1.397 -2.640 -5.777
H: 0.943 -3.071 -4.043
H: -0.561 -0.031 -3.508
H: 0.039 -1.533 -2.810
C: 4.328 0.523 2.780
O: 5.127 0.121 3.770
N: 4.139 -0.299 1.748
N: 3.668 1.654 2.643
H: 4.737 -1.215 1.759
H: 3.672 -0.062 0.866
H: 3.747 2.372 3.411
H: 3.010 1.754 1.876
C: 0.457 1.907 -2.763
O: 0.283 1.825 -1.369
N: -0.592 1.610 -3.542
N: 1.519 2.262 -3.291
H: -1.437 1.656 -2.998
H: -0.600 1.901 -4.547
H: 2.319 2.398 -2.601
H: 1.594 2.277 -4.287
C: -5.577 2.172 -3.926
C: -4.729 2.072 -2.649
C: -3.974 0.702 -2.788
O: -3.868 2.926 -2.632
H: -6.475 1.739 -3.838
H: -5.065 1.925 -4.801
H: -5.728 3.245 -4.108
H: -5.346 2.067 -1.728
H: -3.291 0.631 -3.599
H: -4.737 -0.048 -2.893
H: -3.380 0.530 -1.884
H: -3.348 2.728 -1.877
C: -2.199 4.611 1.091
C: -2.360 3.161 0.760
C: -3.744 2.692 0.669
O: -1.765 2.869 -0.322
H: -2.163 5.241 0.196
H: -1.233 4.796 1.480
H: -2.915 4.993 1.801
H: -1.855 2.677 1.619
H: -4.419 3.149 -0.074
H: -4.132 2.689 1.632
H: -3.778 1.650 0.320
H: -0.856 2.621 -0.172
C: -1.051 -0.876 -0.292
C: -0.893 -0.348 1.144
C: -1.364 -1.435 2.097
O: 0.273 -0.035 1.487
H: -2.013 -1.182 -0.647
H: -0.395 -1.771 -0.507
H: -0.982 -0.126 -1.080
H: -1.638 0.504 1.248
H: -1.308 -1.243 3.181
H: -0.686 -2.327 1.989
H: -2.349 -1.731 1.947
H: 0.320 0.730 1.975
C: -0.743 -4.822 -0.008
C: 0.497 -4.526 0.776
C: 1.495 -5.688 0.662
O: 1.156 -3.467 0.492
H: -1.086 -5.863 0.146
H: -0.500 -4.764 -1.053
H: -1.451 -4.014 0.232
H: 0.161 -4.511 1.838
H: 2.391 -5.489 1.175
H: 1.722 -5.780 -0.419
H: 1.140 -6.594 1.091
H: 1.421 -2.937 1.283
C: 1.493 3.211 1.147
C: 1.782 4.603 0.589
C: 1.177 4.726 -0.775
O: 1.422 5.580 1.303
H: 0.521 2.864 0.990
H: 1.775 3.440 2.153
H: 2.238 2.547 0.692
H: 2.919 4.655 0.421
H: 0.124 4.468 -0.718
H: 1.682 4.157 -1.532
H: 1.366 5.732 -1.076
H: 2.040 5.577 2.009
C: -1.522 1.463 4.809
C: 0.025 1.611 4.849
C: 0.729 0.247 5.090
O: 0.528 2.039 3.787
H: -1.904 0.804 5.595
H: -1.767 0.831 3.921
H: -2.002 2.479 4.749
H: 0.383 2.297 5.620
H: 1.806 0.246 5.280
H: 0.531 -0.311 4.158
H: 0.319 -0.263 6.000
H: 1.430 2.354 3.946

Cartesian forces (eV/Å) of the 6 atoms listed first:
C -1.45 -1.07 -2.82
O -0.44 0.84 0.52
H 0.15 -0.04 0.28
H 0.89 -0.20 0.33
H -0.29 -0.62 2.17
H 0.09 0.86 -0.56

## Properties
* charge: 0
* molecular weight: 696.9 g mol⁻¹
* maximum force: 11.84 eV/Å
* LUMO: -0.088 eV
* E_tot: -2414.002011 Ha

=====

Record 8
Below is 2 unconnected molecules or ions with the total composition C6H18N3 in a non-equilibrium geometry, with properties calculated with the ωB97M-V functional and the def2-TZVPD basis.

Cartesian coordinates (Å):
C: -1.115 -0.567 1.471
C: -2.458 -1.085 2.002
C: -1.391 -0.410 -0.938
N: -1.187 0.184 0.227
N: -1.410 -1.731 -1.036
N: -1.623 0.332 -2.022
H: -0.673 0.080 2.221
H: -0.414 -1.398 1.451
H: -3.151 -1.403 1.226
H: -2.974 -0.330 2.581
H: -1.107 1.185 0.301
H: -1.459 -2.293 -0.202
H: -1.507 -2.227 -1.904
H: -1.702 1.334 -1.966
H: -1.537 -0.016 -2.962
H: -2.310 -1.896 2.699
C: 2.497 1.109 0.293
C: 2.871 -0.244 -0.361
C: 1.704 1.989 -0.670
H: 1.954 0.917 1.221
H: 3.395 1.630 0.609
H: 2.649 -0.232 -1.425
H: 2.365 2.257 -1.496
H: 0.849 1.433 -1.059
H: 2.423 -1.084 0.172
H: 3.939 -0.444 -0.249
H: 1.375 2.910 -0.183

Cartesian forces (eV/Å) of the 6 atoms listed first:
C -0.26 -0.29 1.13
C -0.17 0.46 0.03
C -0.26 0.59 -0.39
N -0.04 -0.63 0.46
N 0.10 -0.58 0.41
N 0.13 0.47 -0.50

## Properties
* charge: +1
* molecular weight: 132.2 g mol⁻¹
* maximum force: 1.19 eV/Å
* LUMO: -2.898 eV
* E_tot: -403.466888 Ha